{
  "formula": "C28H29Cl4N2O4RuSi",
  "method": "wB97M-V/def2-TZVPD",
  "e_homo_ev": -11.02,
  "multiplicity": 1,
  "relative_energy_kcal_mol": 12.63,
  "fmax_ha_per_bohr": 0.0137,
  "total_charge": 1,
  "homo_lumo_gap_ev": 7.00,
  "total_energy_ha": -3719.83627,
  "symbols": ["Ru", "Cl", "C", "C", "C", "Cl", "C", "O", "C", "Cl", "C", "H", "H", "C", "Si", "C", "C", "C", "C", "C", "C", "C", "H", "H", "H", "H", "H", "H", "H", "H", "H", "H", "H", "C", "C", "C", "C", "N", "N", "C", "H", "H", "H", "H", "H", "H", "H", "H", "C", "C", "C", "C", "Cl", "C", "C", "C", "O", "C", "C", "O", "O", "H", "H", "H", "H", "H", "H", "H", "H"],
  "coordinates": [[-0.455951, -0.106330, 0.644523], [5.201455, -0.266422, 4.890786], [3.619591, -0.228592, 4.188371], [3.488330, -0.185448, 2.810826], [2.202519, -0.158727, 2.308719], [1.930467, -0.069762, 0.568290], [1.055247, -0.170012, 3.078951], [-0.181294, -0.139962, 2.533036], [1.234020, -0.210478, 4.465280], [-0.152649, -0.222762, 5.488934], [2.503106, -0.239823, 5.015395], [4.352986, -0.172369, 2.162943], [2.619034, -0.272350, 6.089261], [0.124606, 2.890092, 1.494835], [-0.212549, 2.206510, -0.220028], [1.165982, 2.417556, -1.459013], [-1.811098, 2.855171, -0.929527], [-2.754908, 3.457076, -0.094354], [-3.922302, 3.999229, -0.616895], [-4.156260, 3.952052, -1.983597], [-3.224231, 3.359029, -2.828456], [-2.063953, 2.812704, -2.304316], [0.077756, 3.980251, 1.409144], [1.122809, 2.617155, 1.840563], [-0.602138, 2.570384, 2.241098], [1.072759, 3.416931, -1.890024], [1.083153, 1.700119, -2.278104], [2.154280, 2.323519, -1.011380], [-2.586687, 3.503894, 0.975479], [-4.643765, 4.463423, 0.042504], [-5.062099, 4.379932, -2.392581], [-3.402945, 3.327175, -3.895535], [-1.347520, 2.352602, -2.975136], [1.164598, -4.419012, -2.325621], [0.399646, -3.702937, -1.269220], [-0.442298, -4.161810, -0.283219], [-0.887065, -3.036188, 0.428817], [-0.331494, -1.950799, -0.115308], [0.457648, -2.362743, -1.127062], [-1.814123, -2.992397, 1.590270], [0.632699, -5.317846, -2.629040], [2.146013, -4.717991, -1.955898], [1.306714, -3.792245, -3.206007], [-0.723559, -5.184518, -0.096389], [0.891372, -1.693952, -1.740839], [-1.714624, -3.909935, 2.168294], [-2.843401, -2.923079, 1.244770], [-1.610385, -2.148050, 2.243797], [-3.157684, -2.440295, -2.808898], [-3.683980, -2.889803, -1.470562], [-3.398652, -4.189219, -1.047855], [-3.951470, -4.719108, 0.100995], [-3.522815, -6.321809, 0.593067], [-4.844870, -3.974906, 0.856970], [-5.108818, -2.674232, 0.477678], [-4.515890, -2.119033, -0.653025], [-4.864166, -0.807304, -0.885688], [-3.900030, 0.101448, -1.356972], [-2.585418, 0.001607, -0.616052], [-1.489598, -0.023570, -1.244216], [-2.533081, -0.016175, 0.639127], [-2.746757, -3.296117, -3.342665], [-2.368457, -1.690133, -2.729807], [-3.960338, -2.029231, -3.423090], [-2.747800, -4.809336, -1.651697], [-5.301252, -4.400973, 1.739663], [-5.772959, -2.048450, 1.059385], [-4.295431, 1.100199, -1.160003], [-3.698132, 0.025175, -2.420990]],
  "forces_ev_per_angstrom": [[-0.420, 0.405, 0.019], [-0.125, 0.001, -0.061], [0.112, -0.001, 0.027], [-0.023, 0.001, 0.028], [0.134, 0.001, -0.097], [0.217, -0.046, 0.238], [-0.600, 0.000, -0.107], [0.572, 0.019, 0.018], [0.005, -0.008, 0.131], [0.069, 0.003, -0.093], [-0.049, 0.002, -0.030], [0.000, -0.002, 0.008], [0.012, 0.000, -0.005], [0.051, -0.111, -0.147], [-0.257, 0.024, -0.294], [-0.086, -0.123, 0.115], [0.223, 0.017, 0.246], [-0.064, -0.040, -0.013], [-0.009, 0.009, 0.017], [0.034, -0.021, 0.018], [-0.013, -0.004, -0.012], [0.003, 0.068, -0.042], [-0.002, 0.010, 0.017], [-0.017, 0.005, 0.015], [-0.021, 0.031, -0.003], [0.010, 0.009, -0.006], [-0.010, 0.008, -0.006], [-0.012, 0.011, -0.005], [-0.006, -0.001, -0.004], [-0.002, -0.004, -0.005], [0.002, -0.001, -0.001], [-0.002, 0.002, 0.007], [-0.006, -0.007, 0.003], [0.023, 0.019, -0.026], [-0.055, 0.015, -0.002], [0.117, -0.012, 0.059], [0.227, -0.060, -0.071], [-0.101, -0.331, 0.445], [-0.017, 0.005, -0.148], [0.184, 0.074, 0.070], [-0.002, -0.005, 0.010], [-0.002, 0.008, -0.004], [0.006, -0.010, -0.003], [0.020, -0.001, 0.032], [-0.047, 0.015, 0.009], [-0.009, -0.019, -0.022], [0.228, 0.151, 0.099], [0.035, 0.044, 0.042], [0.043, 0.014, -0.048], [-0.077, 0.006, 0.011], [-0.214, -0.100, -0.089], [-0.231, 0.090, -0.189], [0.059, -0.111, 0.037], [-0.155, -0.123, -0.057], [-0.095, 0.049, -0.005], [0.116, -0.059, 0.098], [-0.173, -0.038, -0.160], [0.213, 0.011, 0.171], [-0.491, 0.012, -0.363], [0.518, 0.369, -0.301], [0.299, -0.199, 0.547], [-0.012, -0.011, -0.001], [-0.033, -0.033, -0.007], [0.012, 0.023, 0.005], [-0.075, 0.036, -0.016], [0.006, 0.015, 0.005], [0.014, -0.018, 0.004], [-0.020, 0.007, 0.009], [-0.036, -0.093, -0.118]]
}

=====

{
  "formula": "C16H25ClNO2",
  "method": "wB97M-V/def2-TZVPD",
  "e_homo_ev": -11.92,
  "multiplicity": 1,
  "relative_energy_kcal_mol": 0.00,
  "fmax_ha_per_bohr": 0.0179,
  "total_charge": 1,
  "homo_lumo_gap_ev": 9.57,
  "total_energy_ha": -1289.86808,
  "smiles": "CCCCCOc1ccc(Cl)cc1C[NH+]1CCOCC1",
  "symbols": ["C", "C", "C", "C", "C", "O", "C", "C", "C", "C", "Cl", "C", "C", "C", "N", "C", "C", "O", "C", "C", "H", "H", "H", "H", "H", "H", "H", "H", "H", "H", "H", "H", "H", "H", "H", "H", "H", "H", "H", "H", "H", "H", "H", "H", "H"],
  "coordinates": [[-3.948844, -2.588167, 0.889354], [-2.781037, -3.076802, 0.041781], [-1.454980, -2.904367, 0.779384], [-0.236708, -3.371491, -0.020986], [0.091765, -2.506695, -1.238167], [0.513209, -1.190377, -0.861554], [-0.432073, -0.211393, -0.630571], [-1.539878, -0.001982, -1.443110], [-2.415743, 1.034631, -1.184403], [-2.181990, 1.892430, -0.118584], [-3.266350, 3.186607, 0.210781], [-1.060920, 1.713730, 0.680133], [-0.186912, 0.665980, 0.437703], [0.999950, 0.436537, 1.338525], [2.239707, 0.257688, 0.541188], [3.390276, -0.230232, 1.330523], [4.576787, -0.464637, 0.387516], [4.910645, 0.712110, -0.298253], [3.838207, 1.182152, -1.072356], [2.625012, 1.486770, -0.188245], [-4.000064, -3.138982, 1.825144], [-3.838624, -1.529577, 1.118149], [-4.886874, -2.728202, 0.359610], [-2.922287, -4.130980, -0.202445], [-2.770010, -2.515284, -0.893916], [-1.495838, -3.486641, 1.702027], [-1.339591, -1.854795, 1.063527], [0.637908, -3.398091, 0.634731], [-0.409787, -4.386427, -0.380793], [-0.755545, -2.463072, -1.921028], [0.946630, -2.926625, -1.774558], [-1.722819, -0.641683, -2.291332], [-3.277262, 1.181278, -1.814936], [-0.882774, 2.386537, 1.503698], [1.127946, 1.272568, 2.028240], [0.846860, -0.477882, 1.921215], [1.973495, -0.466363, -0.161653], [3.122391, -1.156452, 1.840097], [3.651580, 0.528595, 2.071869], [5.461063, -0.751206, 0.958020], [4.332606, -1.270244, -0.322666], [4.186748, 2.091873, -1.562312], [3.562507, 0.444391, -1.841812], [1.782332, 1.829199, -0.789853], [2.885827, 2.254860, 0.543742]],
  "forces_ev_per_angstrom": [[0.083, -0.096, -0.225], [0.048, 0.152, 0.315], [0.001, -0.211, -0.267], [-0.053, 0.445, -0.058], [0.008, -0.801, 0.095], [-0.107, 0.398, 0.163], [-0.183, 0.448, 0.107], [0.325, -0.258, 0.014], [-0.006, 0.184, 0.237], [0.173, -0.204, -0.042], [-0.076, 0.081, 0.015], [-0.130, -0.027, -0.134], [0.115, -0.278, -0.220], [-0.701, -0.055, 0.214], [-0.113, -0.202, -0.188], [0.800, -0.278, 0.113], [-0.130, -0.050, 0.217], [0.145, 0.062, 0.019], [-0.242, 0.132, 0.049], [0.490, 0.480, -0.615], [-0.042, -0.027, 0.128], [-0.029, 0.116, 0.057], [-0.145, 0.029, 0.024], [0.029, -0.037, -0.106], [0.013, -0.054, -0.120], [-0.003, 0.066, 0.076], [-0.001, 0.001, 0.127], [0.082, -0.072, -0.068], [0.062, -0.099, -0.020], [0.065, 0.100, -0.042], [-0.163, 0.062, -0.009], [-0.012, -0.075, -0.085], [-0.099, 0.042, -0.067], [0.024, 0.117, 0.112], [0.129, -0.076, -0.057], [0.172, 0.045, -0.049], [0.120, 0.163, 0.196], [-0.127, 0.057, -0.040], [-0.143, -0.019, -0.052], [-0.168, -0.087, 0.006], [0.037, 0.025, 0.045], [-0.172, -0.068, -0.008], [0.026, 0.055, 0.018], [-0.007, -0.080, 0.082], [-0.097, -0.108, 0.039]]
}

=====

{
  "formula": "C5H9N3",
  "method": "wB97M-V/def2-TZVPD",
  "e_homo_ev": -8.66,
  "multiplicity": 1,
  "relative_energy_kcal_mol": 89.83,
  "fmax_ha_per_bohr": 0.0745,
  "homo_lumo_gap_ev": 9.24,
  "total_energy_ha": -360.05411,
  "symbols": ["C", "C", "C", "C", "C", "N", "N", "N", "H", "H", "H", "H", "H", "H", "H", "H", "H"],
  "coordinates": [[1.961844, -1.642010, -0.373426], [0.762018, -0.401324, -2.043729], [-0.663971, -1.593214, -0.508656], [0.179989, 1.649604, 2.213062], [0.716395, -1.022983, -0.684179], [2.955989, -2.080888, -0.056593], [0.330440, 0.480563, 1.474625], [0.881435, 0.594987, 0.396636], [1.519807, 0.356669, -2.072380], [1.072066, -1.127785, -2.737710], [-0.159198, 0.049347, -2.334199], [-1.336894, -1.060581, -1.197983], [-0.904401, -1.468827, 0.529861], [-0.746113, -2.782072, -0.760531], [0.279141, 2.563154, 1.683107], [0.844285, 1.453536, 2.984398], [-0.796149, 1.785333, 2.783525]],
  "forces_ev_per_angstrom": [[-2.184, 0.205, 0.210], [1.103, 0.919, 0.496], [0.348, -3.047, -0.173], [-2.269, 1.391, 1.740], [-0.526, 2.837, 0.137], [2.160, -0.930, 0.500], [-0.559, -2.090, -3.163], [-1.133, -1.915, -0.408], [0.512, 0.560, -0.033], [0.122, -1.062, -1.179], [-0.665, 0.198, -0.144], [0.103, -0.319, 0.690], [-0.702, -0.047, 0.596], [0.378, 2.872, 0.597], [0.838, 0.777, -0.617], [1.714, 0.638, 1.784], [0.762, -0.987, -1.033]]
}